(1)
28
Properties=species:S:1:pos:R:3 method="wB97M-V/def2-TZVPD" relative_energy_kcal_mol=0.0 spin_multiplicity=1 smiles="CCCC[P@@](=O)(O)c1ccccc1" orbital_gap_ev=10.6 e_lumo_ev=0.8 charge=0
C 3.07 -2.10 1.58
C 2.72 -1.10 0.48
C 1.35 -0.46 0.68
C 0.20 -1.44 0.50
P -1.45 -0.68 0.72
O -2.58 -1.62 0.69
O -1.33 0.05 2.16
C -1.57 0.69 -0.48
C -2.17 0.42 -1.70
C -2.27 1.42 -2.65
C -1.77 2.68 -2.38
C -1.17 2.95 -1.16
C -1.07 1.95 -0.21
H 3.00 -1.64 2.56
H 4.09 -2.46 1.44
H 2.41 -2.96 1.55
H 2.75 -1.59 -0.49
H 3.47 -0.31 0.48
H 1.23 0.35 -0.05
H 1.29 -0.02 1.68
H 0.25 -2.25 1.23
H 0.22 -1.89 -0.50
H -2.11 -0.19 2.66
H -2.57 -0.57 -1.88
H -2.74 1.21 -3.60
H -1.85 3.46 -3.12
H -0.79 3.94 -0.95
H -0.61 2.15 0.75


(2)
34
Properties=species:S:1:pos:R:3 method="wB97M-V/def2-TZVPD" relative_energy_kcal_mol=67.8 spin_multiplicity=1 orbital_gap_ev=6.2 e_lumo_ev=-14.8 charge=+3
O 0.42 -3.64 -2.77
C 0.51 -2.51 -2.64
Tl 0.53 -0.20 -2.34
O -2.61 -0.23 -4.42
C -1.59 -0.21 -3.95
C 2.53 -0.16 -3.89
O 3.50 -0.16 -4.49
C 0.47 2.13 -2.63
O 0.41 3.25 -2.81
C -0.44 3.28 1.59
C -0.05 2.85 0.19
O 0.69 1.60 0.25
P -0.42 0.26 -0.01
O -1.10 0.10 1.54
C -0.31 -0.43 2.63
C 1.15 0.02 2.60
O -1.32 -1.25 -0.68
C -1.30 -2.45 0.13
C 0.09 -2.95 0.43
H -1.21 2.63 2.04
H -0.88 4.27 1.48
H 0.45 3.35 2.23
H -1.01 2.67 -0.35
H 0.53 3.64 -0.33
H -0.84 -0.02 3.49
H -0.35 -1.53 2.53
H 1.27 1.10 2.78
H 1.59 -0.48 3.46
H 1.74 -0.29 1.72
H -1.83 -2.23 1.08
H -1.89 -3.20 -0.44
H 0.74 -2.16 0.88
H 0.00 -3.75 1.17
H 0.55 -3.32 -0.48


Question: Which of these has the lowest charge?
Answer: C10H15O2P


Question: Among the records above, which one has the lowest charge?
Answer: C10H15O2P


Question: Which value of charge does entry 1 give?
Answer: 0